Entry 1
{"formula": "C2H3N3O", "method": "ωB97M-V/def2-TZVPD", "charge": 0, "homo_ev": [-8.9, -8.9], "gap_ev": [8.643, 8.643], "smiles": "N=C=C(N)N=O", "elements": ["N", "C", "N", "O", "N", "C", "H", "H", "H"], "xyz": [[-1.68906, -0.31115, -0.01151], [-0.29258, -0.17485, -0.01184], [0.52298, -1.28885, 0.37743], [1.70970, -1.10179, 0.53686], [1.51706, 1.44956, -0.47480], [0.45954, 0.88531, -0.27033], [-1.95132, -1.15311, 0.48975], [-2.08377, -0.33724, -0.94366], [1.80743, 2.03212, 0.30809]], "nbo_charge": [-0.811, -0.019, 0.115, -0.324, -0.548, 0.434, 0.384, 0.376, 0.393]}

---

Entry 2
{"formula": "C2H3N3O", "method": "ωB97M-V/def2-TZVPD", "charge": 0, "homo_ev": [-8.5, -8.5], "gap_ev": [7.834, 7.833], "elements": ["C", "C", "N", "O", "N", "N", "H", "H", "H"], "xyz": [[-1.12094, 0.05526, 0.01745], [0.37101, 0.04564, 0.09428], [1.02589, -1.05225, 0.87206], [1.28347, -1.99954, 0.18532], [1.85376, 1.75453, -0.78140], [1.14101, 0.95389, -0.37169], [-1.47022, 0.98402, -0.44014], [-1.49108, -0.78516, -0.58124], [-1.56206, -0.01740, 1.01878]], "nbo_charge": [-0.636, -0.004, 0.168, -0.218, -0.028, 0.027, 0.238, 0.226, 0.227]}

---

The winner here is entry 1, beating the second structure by 74.9 kJ/mol.

---

Entry 1
{"formula": "C2H3N3O", "method": "ωB97M-V/def2-TZVPD", "charge": 0, "homo_ev": -9.9, "gap_ev": 9.606, "smiles": "CN=C=NN=O", "elements": ["C", "C", "N", "O", "N", "N", "H", "H", "H"], "xyz": [[-1.66346, -0.16710, 0.26471], [0.65377, -0.05279, -0.56413], [-0.33384, -0.55462, -0.12385], [2.79558, 0.06570, 0.78208], [2.85838, 0.55156, -0.30978], [1.69709, 0.38758, -1.10868], [-1.65852, 0.82237, 0.72701], [-2.28706, -0.15042, -0.63023], [-2.06196, -0.90228, 0.96287]], "nbo_charge": [-0.416, 0.693, -0.416, -0.312, 0.280, -0.483, 0.212, 0.221, 0.221]}

---

Entry 2
{"formula": "C2H3N3O", "method": "ωB97M-V/def2-TZVPD", "charge": 0, "homo_ev": -9.4, "gap_ev": 10.135, "elements": ["C", "C", "H", "H", "H", "N", "N", "N", "O"], "xyz": [[0.10261, 0.59941, -0.03822], [-0.29286, -1.36875, -0.45250], [1.44576, 2.07358, -0.47148], [0.73593, 2.22481, 0.97740], [-0.14961, -2.36957, -0.68653], [0.95364, 1.58425, 0.18552], [-0.70960, 0.26084, 0.84369], [-1.00548, -1.12786, 0.52464], [0.55493, -0.29168, -0.96901]], "nbo_charge": [0.604, 0.277, 0.389, 0.402, 0.199, -0.797, -0.372, -0.256, -0.446]}

---

The winner here is entry 2, beating the second structure by 180.3 kJ/mol.

---

Entry 1
{"formula": "C2H3N3O", "method": "ωB97M-V/def2-TZVPD", "charge": 0, "homo_ev": -9.1, "gap_ev": 9.638, "elements": ["N", "C", "C", "N", "N", "O", "H", "H", "H"], "xyz": [[-1.56480, -0.26211, -0.32192], [-0.29095, -0.55347, 0.11521], [0.70537, 0.44382, -0.30410], [1.84817, 0.44800, 0.32301], [2.82325, 0.46270, 0.89382], [-0.01795, -1.54870, 0.76296], [-2.28250, -0.85145, 0.07588], [-1.81531, 0.70967, -0.43128], [0.59472, 1.15154, -1.11357]], "nbo_charge": [-0.827, 0.635, -0.395, 0.112, 0.056, -0.610, 0.401, 0.388, 0.240]}

---

Entry 2
{"formula": "C2H3N3O", "method": "ωB97M-V/def2-TZVPD", "charge": 0, "homo_ev": [-8.5, -8.5], "gap_ev": [9.439, 9.440], "smiles": "Nc1ncon1", "elements": ["C", "C", "N", "N", "N", "O", "H", "H", "H"], "xyz": [[-0.11024, 1.63385, 0.40749], [-0.18549, -0.41296, -0.19156], [-0.60432, 0.75558, -0.51327], [0.87423, -0.18331, 1.07682], [-0.25603, -1.68431, -0.60946], [0.73635, 1.10914, 1.21413], [-0.49021, 2.62267, 0.34589], [-0.48788, -1.68263, -1.58486], [0.52359, -2.15802, -0.14518]], "nbo_charge": [0.324, 0.484, -0.547, -0.271, -0.811, -0.212, 0.203, 0.405, 0.426]}

---

The winner here is entry 1, beating the second structure by 211.6 kJ/mol.

---

Entry 1
{"formula": "CH5BrSi", "method": "ωB97M-V/def2-TZVPD", "charge": 0, "homo_ev": [-8.2, -8.2], "gap_ev": [7.882, 7.881], "elements": ["C", "Si", "Br", "H", "H", "H", "H", "H"], "xyz": [[0.10376, 1.29066, -0.82168], [-0.16195, -1.18372, 0.62628], [1.69187, -1.26495, 1.78552], [0.86074, 1.41362, -1.55948], [-0.80403, 1.01492, -1.37657], [-0.11227, 1.85786, 0.01509], [-0.24791, -2.51950, 0.10968], [-1.33021, -0.60889, 1.22114]], "nbo_charge": [-0.734, 0.802, -0.301, 0.199, 0.182, 0.187, -0.165, -0.170]}

---

Entry 2
{"formula": "CH5BrSi", "method": "ωB97M-V/def2-TZVPD", "charge": 0, "homo_ev": [-9.0, -8.0], "gap_ev": [8.022, 8.036], "elements": ["C", "Si", "Br", "H", "H", "H", "H", "H"], "xyz": [[1.52934, 1.17308, -0.02015], [-1.11994, -1.24675, 0.03156], [-2.67793, 0.34487, -0.03432], [0.94058, 1.99462, -0.37121], [1.70828, 1.05885, 1.02776], [2.14377, 0.63451, -0.71132], [-1.30614, -1.96011, 1.28230], [-1.21796, -1.99909, -1.20463]], "nbo_charge": [-0.511, 0.685, -0.335, 0.173, 0.169, 0.168, -0.174, -0.174]}

---

The winner here is entry 1, beating the second structure by 45.3 kJ/mol.

---

Entry 1
{"formula": "FHIN", "method": "ωB97M-V/def2-TZVPD", "charge": 0, "homo_ev": -8.7, "gap_ev": 8.514, "elements": ["N", "F", "I", "H"], "xyz": [[0.79480, -0.48423, -0.54879], [0.79861, -1.54200, 0.37372], [0.04716, 1.17232, 0.00343], [-1.64057, 0.85392, 0.17164]], "nbo_charge": [-0.512, -0.286, 0.805, -0.008]}

---

Entry 2
{"formula": "FHIN", "method": "ωB97M-V/def2-TZVPD", "charge": 0, "homo_ev": [-9.6, -9.5], "gap_ev": [8.460, 8.218], "elements": ["N", "F", "I", "H"], "xyz": [[0.10911, -0.25681, -0.37614], [0.69762, 0.97447, -0.48572], [-1.90000, -0.11927, -0.22531], [1.09327, -0.59839, 1.08716]], "nbo_charge": [-0.261, -0.257, 0.323, 0.195]}

---

The winner here is entry 1, beating the second structure by 26.3 kJ/mol.

---

Entry 1
{"formula": "C7H16FN2", "method": "ωB97M-V/def2-TZVPD", "charge": 1, "homo_ev": -14.1, "gap_ev": 11.438, "smiles": "CCC[N@@+]1(C)C[C@]1(F)NC", "elements": ["C", "C", "C", "C", "C", "C", "C", "N", "N", "F", "H", "H", "H", "H", "H", "H", "H", "H", "H", "H", "H", "H", "H", "H", "H", "H"], "xyz": [[-1.17231, 0.75482, -0.30844], [-0.61475, -0.16282, -1.26100], [2.51385, 1.69716, 2.04131], [-1.99052, -1.12870, -3.15755], [-0.89069, -1.21331, 1.06657], [1.25888, 0.86057, 1.96345], [1.08722, 0.26089, 0.57041], [-1.18986, -1.15602, -1.91224], [-0.27787, -0.23832, 0.20211], [0.50897, 0.39458, -2.13814], [-0.82911, 1.81070, -0.23807], [-2.23796, 0.43530, -0.11634], [3.40356, 1.05749, 1.77797], [2.50595, 2.33964, 1.22246], [2.84040, 2.03264, 3.01481], [-2.22296, -0.10972, -3.22735], [-1.31086, -1.34229, -3.93286], [-2.84108, -1.78151, -3.32568], [-1.02613, -0.70805, 1.93300], [-1.83999, -1.60173, 0.73572], [-0.08412, -2.05260, 1.27643], [0.41283, 1.49009, 2.41991], [1.58470, 0.00096, 2.69905], [1.37305, 1.03841, -0.15023], [1.88826, -0.58574, 0.67131], [-0.84946, -2.09242, -1.82661]], "nbo_charge": [-0.271, 0.660, -0.608, -0.397, -0.406, -0.445, -0.238, -0.635, -0.214, -0.394, 0.278, 0.262, 0.208, 0.206, 0.252, 0.209, 0.213, 0.232, 0.228, 0.250, 0.241, 0.228, 0.221, 0.253, 0.258, 0.409]}

---

Entry 2
{"formula": "C7H16FN2", "method": "ωB97M-V/def2-TZVPD", "charge": 1, "homo_ev": [-12.5, -12.5], "gap_ev": [6.658, 6.666], "elements": ["C", "C", "C", "C", "C", "C", "C", "N", "N", "F", "H", "H", "H", "H", "H", "H", "H", "H", "H", "H", "H", "H", "H", "H", "H", "H"], "xyz": [[-0.32233, 0.29761, 1.02324], [-1.07065, 0.97852, 0.03698], [3.04439, -0.04877, 0.89165], [-4.42409, 0.02892, 0.48132], [0.03328, -0.77563, -1.19672], [2.73734, 0.36123, -0.52532], [1.45696, 1.18669, -0.59181], [-3.37647, -0.41888, -0.31535], [0.15476, 0.44342, -0.39002], [-1.21184, 2.29049, -0.14777], [0.41489, 0.77530, 1.74441], [-0.65685, -0.61495, 1.38977], [2.22690, -0.76151, 1.26478], [3.87689, -0.76594, 0.83682], [3.55493, 0.54298, 1.71138], [-4.40332, -0.34406, 1.54474], [-4.85825, 1.00661, 0.31539], [-5.35146, -0.46240, -0.00359], [-0.94834, -0.70658, -1.68236], [0.70978, -0.58564, -2.06670], [0.21763, -1.65228, -0.51176], [2.98062, -0.58178, -1.27322], [3.53237, 1.19220, -0.81724], [1.54657, 1.98539, 0.08809], [1.27085, 1.64443, -1.66020], [-3.32975, 0.07001, -1.19956]], "nbo_charge": [-0.293, 0.485, -0.681, -0.504, -0.412, -0.449, -0.214, -0.377, -0.279, -0.301, 0.251, 0.247, 0.195, 0.247, 0.260, 0.237, 0.236, 0.303, 0.243, 0.237, 0.241, 0.255, 0.255, 0.236, 0.234, 0.350]}

---

The winner here is entry 1, beating the second structure by 445.4 kJ/mol.